1.
Entry from OMol25: the molecule C4H7NO2 at a distorted geometry (ωB97M-V/def2-TZVPD).

As for the LUMO energy (spin up / spin down): -0.30 / 0.09 eV. For the HOMO energy (spin up / spin down), the calculation gives -7.3 / -7.6 eV. As for the charge: 0. The HOMO-LUMO gap (spin up / spin down) comes out at 7.037 / 7.655 eV. Its spin multiplicity is 1.

CARTESIAN COORDINATES (ANGSTROEM)
C: 0.057183 -0.226279 0.536563
N: 0.932868 -1.331671 0.418992
C: -1.101314 -0.400531 1.306810
C: -0.179074 0.709432 -0.897409
C: 0.460681 0.352436 -2.016161
O: 0.536623 1.093269 0.568176
O: -1.614949 0.667960 1.885914
H: -0.956329 1.383792 1.662706
H: 1.625006 -1.192528 -0.306432
H: 1.408865 -1.532344 1.289537
H: -1.586862 -1.346908 1.489798
H: -1.024203 1.382697 -0.934018
H: 1.274443 -0.356884 -2.049865
H: 0.167063 0.797559 -2.954609

Forces on the atoms, in the same order (eV/Å):
C -0.5 -0.2 0.8
N -0.1 0.1 -0.3
C 0.6 -0.1 -0.4
C 0.4 0.8 1.0
C 0.5 -0.2 0.0
O -0.2 -0.5 -1.3
O 0.1 0.5 -0.2
H -0.4 -0.3 0.2
H -0.1 0.0 0.1
H -0.1 0.1 0.0
H 0.0 0.0 -0.1
H -0.1 -0.3 0.2
H 0.2 0.2 0.0
H -0.3 -0.2 0.0

---

2.
Entry from OMol25: a structure of composition C4H7NO2 at a distorted geometry (ωB97M-V/def2-TZVPD).

As for the LUMO energy: 0.33 eV. For the HOMO energy, the calculation gives -9.5 eV. As for the charge: 0. The HOMO-LUMO gap comes out at 9.872 eV. Its spin multiplicity is 1.

CARTESIAN COORDINATES (ANGSTROEM)
C: 1.211657 0.691462 -0.661495
C: -0.269193 0.475335 -0.285803
C: -0.608031 0.760656 1.230547
C: -1.138642 -0.676498 0.957155
H: 1.415588 0.265783 -1.680284
H: 2.033052 0.375591 -0.081317
H: 1.170673 1.740465 -0.890599
H: -0.897776 0.730700 -1.148475
H: 0.277001 0.740301 1.954466
H: -1.316898 1.397892 1.536340
H: 0.484124 -2.325786 -1.440250
N: -0.388980 -0.862797 -0.131024
O: -1.541388 -1.487570 1.869002
O: -0.431187 -1.825534 -1.228263

Forces on the atoms, in the same order (eV/Å):
C -1.6 1.6 -3.3
C 4.8 3.6 -2.5
C 2.1 -3.9 -2.6
C -0.7 -5.7 8.9
H -0.4 0.0 0.7
H 0.4 -0.2 1.5
H 1.2 0.9 0.2
H -0.2 1.3 0.5
H -1.2 -0.1 -1.4
H -2.6 2.6 0.6
H -2.6 2.2 1.7
N -0.8 -5.1 -0.7
O 0.3 2.7 -4.1
O 1.3 0.1 0.5

---

3.
Entry from OMol25: the molecule C4H7NO2 (ωB97M-V/def2-TZVPD).

The SMILES is C=N[C@H]1OC[C@@H]1O. As for the LUMO energy: 0.75 eV. For the HOMO energy, the calculation gives -9.8 eV. As for the charge: 0. The HOMO-LUMO gap comes out at 10.535 eV. Its spin multiplicity is 1.

CARTESIAN COORDINATES (ANGSTROEM)
C: 0.138381 -1.560648 -1.695552
N: 0.926616 -0.611064 -1.419244
C: 0.802246 -0.033551 -0.108256
O: 1.074061 1.366661 -0.117875
C: -0.140371 1.669667 0.582854
C: -0.597274 0.205337 0.500446
O: -0.978541 -0.494495 1.648008
H: 0.197995 -2.035268 -2.675160
H: -0.621655 -1.945154 -1.000602
H: 1.491389 -0.570741 0.564885
H: -0.745640 2.401987 0.037758
H: 0.035435 2.027452 1.606089
H: -1.394859 0.050045 -0.230383
H: -0.251580 -0.464219 2.284513

Forces on the atoms, in the same order (eV/Å):
C 0.1 0.1 0.0
N -0.2 -0.3 -0.1
C 0.0 -0.2 0.1
O 0.1 0.1 -0.1
C -0.3 0.2 0.2
C -0.1 0.1 -0.4
O 0.2 0.0 0.3
H 0.1 0.1 0.1
H 0.1 0.1 -0.1
H -0.1 0.1 -0.1
H 0.1 -0.1 0.1
H 0.0 -0.1 -0.1
H 0.1 0.0 0.1
H -0.2 0.0 -0.1

---

4.
Entry from OMol25: the molecule C4H7NO2 (ωB97M-V/def2-TZVPD).

As for the LUMO energy (spin up / spin down): -1.65 / -1.38 eV. For the HOMO energy (spin up / spin down), the calculation gives -9.1 / -9.3 eV. As for the charge: 0. The HOMO-LUMO gap (spin up / spin down) comes out at 7.442 / 7.956 eV. Its spin multiplicity is 1.

CARTESIAN COORDINATES (ANGSTROEM)
C: -1.913476 0.921451 0.047287
C: -0.900435 -0.165790 0.322367
O: -0.323920 -0.701579 -0.824344
C: 1.659138 -1.398284 -0.036759
C: 1.105888 -0.093850 -0.147478
N: 2.050526 0.608147 -0.738038
O: 0.307151 0.386597 0.887574
H: -2.204188 1.419009 0.978314
H: -2.805099 0.488442 -0.417152
H: -1.478522 1.655433 -0.636918
H: -1.312705 -0.933060 0.996382
H: 2.109007 -1.828181 -0.923804
H: 1.691338 -1.936688 0.908932
H: 2.015291 1.578352 -0.416357

Forces on the atoms, in the same order (eV/Å):
C 0.0 0.0 0.0
C -0.4 0.1 0.2
O 0.0 0.1 -0.2
C 0.2 -0.1 0.1
C 0.1 -0.4 0.1
N -0.2 0.2 -0.1
O 0.1 0.1 0.0
H 0.0 -0.1 -0.1
H 0.1 0.0 0.1
H 0.0 -0.1 0.1
H 0.1 0.1 -0.1
H -0.1 0.1 0.1
H 0.0 0.1 -0.1
H 0.1 -0.1 0.0

---

5.
Entry from OMol25: the molecule C4H7NO2 at a distorted geometry (ωB97M-V/def2-TZVPD).

The SMILES is N[C@H](C=O)CC=O. As for the LUMO energy: 0.82 eV. For the HOMO energy, the calculation gives -9.1 eV. As for the charge: 0. The HOMO-LUMO gap comes out at 9.903 eV. Its spin multiplicity is 1.

CARTESIAN COORDINATES (ANGSTROEM)
N: 0.662866 0.619866 1.294040
C: 0.424732 -0.273128 0.216881
C: 1.676421 -0.818240 -0.481976
O: 2.535886 -0.097370 -0.900841
C: -0.576793 0.346160 -0.835906
C: -1.926321 0.100633 -0.236310
O: -2.542590 0.897408 0.417573
H: 0.460809 0.361621 2.240920
H: 0.863448 1.594394 1.184502
H: -0.072203 -1.136480 0.678626
H: 1.742294 -1.919744 -0.531975
H: -0.427527 1.415411 -0.885027
H: -0.453330 -0.185853 -1.777022
H: -2.367686 -0.904681 -0.383488

Forces on the atoms, in the same order (eV/Å):
N 0.5 0.3 0.6
C -0.8 0.0 0.1
C -0.2 0.7 0.4
O 0.2 -0.1 -0.2
C 0.3 -0.8 0.9
C -0.5 -0.1 -0.2
O 0.1 0.3 0.1
H -0.1 -0.2 -0.2
H 0.0 0.0 -0.4
H 0.1 -0.1 -0.2
H 0.1 -0.1 -0.2
H 0.3 0.2 -0.4
H -0.2 0.3 -0.2
H 0.2 -0.2 -0.1

---

6.
Entry from OMol25: a structure of composition C4H7NO2 at a distorted geometry (ωB97M-V/def2-TZVPD).

As for the LUMO energy (spin up / spin down): 0.44 / 0.44 eV. For the HOMO energy (spin up / spin down), the calculation gives -8.7 / -8.7 eV. As for the charge: 0. The HOMO-LUMO gap (spin up / spin down) comes out at 9.154 / 9.154 eV. Its spin multiplicity is 1.

CARTESIAN COORDINATES (ANGSTROEM)
C: -1.188742 -1.527324 0.344461
C: 0.701363 0.501045 0.048672
C: -0.466401 -0.334702 -0.114100
N: 1.794843 0.225642 -0.799633
C: -0.611464 0.968246 -0.742991
O: 1.009652 1.081439 1.283093
O: -1.593586 1.169147 0.134928
H: 0.218991 1.577302 1.558310
H: 2.321982 -0.587197 -0.504994
H: 2.414773 1.024547 -0.863573
H: -0.529121 1.453974 -1.712785
H: -0.716239 -2.404964 -0.112950
H: -2.238092 -1.499079 0.052793
H: -1.117959 -1.648076 1.428769

Forces on the atoms, in the same order (eV/Å):
C -0.1 -0.3 0.0
C -0.7 0.7 0.4
C -0.7 0.7 -0.4
N -0.1 -0.1 0.0
C 0.8 -0.1 -0.2
O 0.0 0.1 0.0
O 0.9 -0.7 0.5
H 0.1 -0.2 -0.1
H 0.0 0.1 0.0
H -0.1 -0.1 0.0
H -0.2 -0.5 -0.2
H 0.0 0.1 0.0
H 0.1 0.0 0.0
H 0.0 0.1 -0.1

---

7.
Entry from OMol25: a structure of composition C4H7NO2 at a distorted geometry (ωB97M-V/def2-TZVPD).

As for the LUMO energy: 0.89 eV. For the HOMO energy, the calculation gives -8.1 eV. As for the charge: 0. The HOMO-LUMO gap comes out at 8.959 eV. Its spin multiplicity is 1.

CARTESIAN COORDINATES (ANGSTROEM)
C: 1.397336 0.064604 1.378602
C: -0.456940 0.726003 0.859908
O: -0.236021 1.465258 -0.254413
C: -0.262510 0.577546 -1.376729
C: -1.024939 -0.612400 -0.849951
N: -1.518742 -1.556294 -1.514130
O: -1.115275 -0.437366 0.512568
H: 1.502227 -0.395509 2.370226
H: 2.063690 0.917330 1.252309
H: 1.504078 -0.678755 0.601383
H: 0.157885 0.794454 1.804989
H: 0.752147 0.293658 -1.691359
H: -0.788109 1.070960 -2.195172
H: -1.974828 -2.229491 -0.898231

Forces on the atoms, in the same order (eV/Å):
C 0.2 -0.2 -0.3
C 1.0 -0.4 0.2
O 0.1 0.1 0.2
C 0.0 0.0 -0.1
C 0.0 0.0 -0.2
N 0.2 0.2 0.3
O 0.0 -0.1 0.2
H -0.2 0.1 -0.3
H 0.0 -0.1 0.0
H 0.2 -0.1 -0.1
H -1.3 0.6 0.0
H -0.2 0.1 0.1
H 0.1 -0.1 0.1
H 0.0 0.0 -0.1

---

8.
Entry from OMol25: a cluster of 2 separate species, C4H7NO2 in total at a distorted geometry (ωB97M-V/def2-TZVPD).

The SMILES is N[C@@]12C[C@@H]1O2.C=O. As for the LUMO energy: 0.96 eV. For the HOMO energy, the calculation gives -8.4 eV. As for the charge: 0. The HOMO-LUMO gap comes out at 9.341 eV. Its spin multiplicity is 1.

CARTESIAN COORDINATES (ANGSTROEM)
N: 1.655061 0.612010 1.707272
C: 0.615154 0.142881 0.910478
C: 0.588708 -1.043553 0.026306
C: -0.631811 -0.595767 0.762644
O: -0.552067 0.855846 0.516576
H: 1.376207 1.290297 2.404935
H: 2.393709 1.005817 1.125723
H: 1.077720 -1.897811 0.510333
H: 0.666269 -1.014012 -1.052334
H: -1.349227 -1.020834 1.443229
C: -1.458240 0.423326 -2.082469
O: -1.394853 -0.751691 -2.347868
H: -0.602693 1.107972 -2.233629
H: -2.383939 0.885518 -1.691194

Forces on the atoms, in the same order (eV/Å):
N -0.1 0.0 0.2
C 0.3 -0.4 0.3
C 0.0 -0.1 -0.4
C 0.8 0.2 1.6
O -0.2 0.0 -1.3
H -0.1 -0.1 0.0
H -0.3 -0.1 0.2
H -0.1 0.2 -0.3
H -0.1 0.1 -0.2
H 0.0 0.0 0.0
C 0.0 -0.3 -0.2
O -0.1 0.5 0.1
H -0.1 -0.1 0.0
H 0.1 -0.1 0.0

---

Values of ΔE to the lowest compared entry with this formula, charge and spin, in order: 491.58, 529.83, 272.51, 538.40, 192.60, 452.40, 471.99, 489.38, all in kJ/mol.